# 1
# C29H21N6PSeZr

A molecular structure, C29H21N6PSeZr (ωB97M-V/def2-TZVPD, OMol25).

The HOMO-LUMO gap comes out at 5.1 eV. As for the total energy: -4234.70604 a.u. Its spin multiplicity is 1. The net charge is +4.

CARTESIAN COORDINATES (ANGSTROEM)
C 3.04 -0.73 3.29
H -2.58 3.62 0.11
C -0.38 0.78 3.12
H -2.18 -2.04 1.35
C -2.75 -3.67 0.11
H -3.30 1.37 1.68
H 3.99 -1.80 1.69
H -2.02 2.27 5.67
C 2.08 -1.03 1.13
C 1.70 0.52 5.01
Se 1.93 1.24 7.38
N 0.96 -0.36 1.47
H 2.13 -1.41 0.12
H -3.15 -5.13 -1.44
H -3.73 2.00 -1.38
H -1.91 -3.91 -3.19
C 0.15 2.06 -1.19
C 2.80 -0.87 -3.69
C -2.54 1.37 2.45
N 2.60 0.45 5.96
C 3.12 -1.24 2.01
C -2.65 2.01 -1.32
H 0.44 1.49 -4.52
Zr -0.74 0.07 0.15
C -1.99 -3.51 -2.18
H -0.60 -1.94 -3.73
H -3.80 2.30 3.90
H 4.04 0.43 -6.56
P 0.50 -0.41 -2.29
C -2.15 -2.48 0.36
C 3.66 -0.68 -4.76
C -1.36 -2.30 -1.87
C 3.36 0.28 -5.73
C -0.50 1.11 -2.02
H 3.84 -0.87 4.01
C 0.86 0.13 2.76
C -0.59 1.30 4.39
C 2.21 1.06 -5.63
C 1.63 -0.09 -3.61
C 1.34 0.89 -4.58
C 0.48 1.19 5.36
H -0.10 3.72 0.16
H -2.41 0.36 -2.69
C -1.90 1.09 -2.08
N -1.47 -1.77 -0.61
C -0.60 2.98 -0.45
H 3.03 -1.62 -2.94
N -0.63 -1.58 -2.77
C -2.82 1.89 3.70
C -2.00 2.92 -0.49
N -1.34 0.83 2.14
C 1.88 -0.03 3.68
C -2.67 -4.19 -1.20
C -1.84 1.87 4.68
H 1.23 2.08 -1.14
H -3.27 -4.20 0.89
H 4.55 -1.27 -4.85
N 0.41 1.65 6.58
H 1.99 1.80 -6.39

These are the Löwdin partial charges, in e, on atoms 1 to 2: 0.112, 0.149

=====

# 2
# C29H22BrCrN6OS

A molecular structure, C29H22BrCrN6OS in a non-equilibrium geometry (ωB97M-V/def2-TZVPD, OMol25).

The HOMO-LUMO gap (alpha / beta) comes out at 3.7 / 4.7 eV. As for the total energy: -5538.79031 a.u. Its spin multiplicity is 5. Its relative energy (zero: lowest compared OMol25 entry of this formula, charge and spin) is 55.55 kcal/mol. The net charge is -1.

CARTESIAN COORDINATES (ANGSTROEM)
H -1.73 -1.79 -0.45
H 1.26 5.39 3.35
H -4.96 1.29 1.93
C -0.60 1.61 0.11
N 2.65 -4.78 1.17
N 2.19 0.50 -0.60
H 0.31 5.96 1.13
C -1.00 -2.25 1.97
H -2.88 1.82 0.73
C -1.07 -3.57 -3.79
H 2.75 1.93 0.77
H 4.52 2.92 -0.60
N 0.16 -2.29 1.32
C -1.06 1.95 -1.17
N 0.79 -3.48 1.49
C -0.55 4.24 -0.72
H 3.66 -4.72 1.14
C -1.01 3.26 -1.58
H -1.47 1.16 -1.79
C 1.08 3.29 3.05
O -0.76 0.28 0.52
N 1.66 -0.99 -2.30
H 3.63 0.00 -3.63
C -0.07 -2.82 -3.23
H -5.14 -0.84 3.20
H -0.53 5.27 -1.03
C -2.52 -3.04 -1.96
C 3.47 0.48 -2.68
C -1.52 -2.29 -1.38
C -1.90 0.00 1.24
H -0.90 -4.09 -4.73
Br 1.11 0.46 2.73
H 2.26 -5.44 1.83
C 4.22 1.53 -2.24
H -3.25 -2.41 3.21
C 0.94 4.61 2.68
C -4.23 -0.60 2.66
C 2.43 -0.03 -1.85
C -0.01 2.55 0.98
H 0.89 -2.71 -3.71
H -3.11 -4.25 -3.63
C 0.62 2.28 2.21
Cr 1.03 -0.83 0.37
C 2.95 1.53 -0.22
C 2.02 -3.56 1.11
C -2.31 -3.68 -3.17
H -3.48 -3.10 -1.47
H 1.56 3.02 3.98
H 5.01 1.94 -2.86
N 0.70 -1.37 -1.45
C -4.14 0.59 1.95
H -1.33 3.53 -2.58
H -1.24 -3.13 2.56
C -1.98 -1.24 1.95
C -3.18 -1.48 2.66
C 0.40 4.93 1.44
S 2.97 -2.24 0.52
C -0.06 3.93 0.56
C 3.96 2.08 -0.98
C -2.97 0.88 1.26
C -0.27 -2.15 -2.00

These are the Löwdin partial charges, in e, on atoms 1 to 2: 0.070, 0.088

=====

# 3
# C29H22Cl3IrN2O2PS

A molecular structure, C29H22Cl3IrN2O2PS in a non-equilibrium geometry (ωB97M-V/def2-TZVPD, OMol25).

The HOMO-LUMO gap (alpha / beta) comes out at 5.6 / 4.8 eV. As for the total energy: -3602.16197 a.u. Its spin multiplicity is 2. Its relative energy (zero: lowest compared OMol25 entry of this formula, charge and spin) is 38.39 kcal/mol. The net charge is +2.

CARTESIAN COORDINATES (ANGSTROEM)
H 0.71 -2.91 -6.04
H 1.70 -4.08 -2.04
C 2.85 -1.19 3.52
C 0.59 -2.25 -2.25
H 1.07 -2.54 -0.28
H 2.20 4.32 -5.10
O -0.27 -0.75 1.65
H 0.59 -1.58 6.00
C 0.58 -0.92 2.66
H -4.78 2.38 -3.67
Ir 0.23 0.16 -0.16
C -2.31 0.23 -2.85
H -5.99 0.25 -3.97
H 1.84 -4.45 -4.47
C 0.06 -1.33 -3.13
C 0.25 4.13 1.19
C -2.45 3.68 0.96
C 0.52 2.99 -5.17
O 0.67 1.95 0.57
H -3.50 3.45 0.85
C -0.62 5.15 1.46
C 0.98 -1.42 5.01
H -0.53 -2.27 -0.55
C 0.11 -1.14 3.97
Cl -1.59 -1.02 4.24
C 2.35 -1.46 4.78
H -2.50 -1.92 -2.80
S -1.97 1.10 0.18
H 3.00 3.51 -2.91
C 0.26 1.53 -3.27
C 1.41 2.08 -2.70
Cl 2.51 -0.46 0.92
C -2.00 4.92 1.35
H -2.71 5.70 1.58
H 3.92 -1.19 3.35
H -0.23 6.11 1.75
C 1.95 -0.90 2.52
C -4.33 -0.97 -3.37
C 0.07 -1.57 -4.50
N 0.41 -1.99 -0.84
H 0.19 3.34 -6.13
H -4.87 -1.90 -3.47
P -0.57 0.18 -2.41
C -1.52 2.67 0.68
H 1.76 1.72 -1.74
C -3.00 -0.98 -2.98
H -1.08 1.59 -4.96
C 1.25 -3.37 -2.72
C -0.18 2.00 -4.51
H -2.44 2.38 -2.90
C 1.66 3.53 -4.59
C -4.96 0.24 -3.64
C -4.28 1.44 -3.47
H -0.38 -0.86 -5.18
N -0.23 2.92 0.81
C 2.11 3.08 -3.35
C 1.31 -3.59 -4.09
H 1.32 4.20 1.26
Cl 3.44 -1.82 6.07
C 0.69 -2.71 -4.98
C -2.97 1.44 -3.05

These are the Löwdin partial charges, in e, on atoms 1 to 2: 0.125, 0.129

=====

# 4
# C29H22F3IrN3O2S2Se3Te

A molecular structure, C29H22F3IrN3O2S2Se3Te in a non-equilibrium geometry (ωB97M-V/def2-TZVPD, OMol25).

The HOMO-LUMO gap (alpha / beta) comes out at 6.0 / 5.6 eV. As for the total energy: -10105.60401 a.u. Its spin multiplicity is 5. The net charge is -1.

CARTESIAN COORDINATES (ANGSTROEM)
N -1.96 6.64 3.80
H -1.25 -0.36 -0.88
C 3.09 -0.26 1.16
Se -3.56 2.00 2.33
C -0.96 6.10 3.56
H -0.10 1.87 -4.99
F 7.36 -2.31 -0.29
C -4.52 -1.62 0.14
C 2.11 2.58 -2.52
C 7.26 -1.19 0.46
H -0.60 1.57 -0.73
H 3.94 1.40 2.33
C 4.16 0.57 1.65
C 0.56 0.34 1.68
H 3.15 2.91 -2.40
C -6.17 -3.33 -0.20
C 0.02 1.90 -1.57
H -3.39 -4.68 1.16
Se -1.14 0.00 4.64
C 3.46 -1.35 0.39
C -5.32 -4.29 0.33
C 1.52 5.71 3.20
H -1.95 -2.92 -1.24
O -2.89 0.92 -1.90
C -4.02 -3.95 0.74
H -0.44 -3.24 -0.25
N -0.48 2.88 2.60
C 4.80 -1.69 0.21
H -7.13 -3.64 -0.59
C 1.71 0.04 1.37
C -1.47 -0.75 -3.41
C -0.14 3.98 2.88
H -5.68 -5.31 0.41
F 7.92 -1.41 1.60
S -2.08 0.95 -3.17
C 5.50 0.29 1.40
C -5.77 -1.99 -0.25
H -0.19 -2.39 -2.92
H -1.25 -0.81 -4.50
H 1.75 2.40 -0.40
C 5.80 -0.88 0.70
C -0.59 -1.21 -1.09
H 6.26 0.89 1.87
F 7.92 -0.23 -0.22
Te -5.10 0.47 3.53
Se -2.92 -1.13 5.42
H 0.54 -0.80 -2.93
H 0.32 -0.98 -0.53
H -2.41 -1.34 -3.31
C 1.64 2.40 -3.81
H -6.47 -1.30 -0.69
C 1.31 2.37 -1.40
C 0.31 1.98 -3.99
N 2.63 6.04 3.23
C -1.19 -2.47 -0.56
H -4.20 -0.57 0.06
H 5.11 -2.55 -0.33
C -0.34 -1.32 -2.62
C -3.65 -2.62 0.59
H 2.66 -2.00 0.06
C -0.43 1.70 -2.87
Ir -1.25 1.02 2.14
C 0.16 5.27 3.24
S -2.00 -2.17 1.08
H 2.22 2.60 -4.69
O -2.18 -0.70 1.30

These are the Löwdin partial charges, in e, on atoms 1 to 2: 0.104, 0.061

=====

# 5
# C29H22IrNO3S6

A molecular structure, C29H22IrNO3S6 in a non-equilibrium geometry (ωB97M-V/def2-TZVPD, OMol25).

The HOMO-LUMO gap (alpha / beta) comes out at 6.0 / 4.1 eV. As for the total energy: -3892.39404 a.u. Its spin multiplicity is 2. Its relative energy (zero: lowest compared OMol25 entry of this formula, charge and spin) is 0.00 kcal/mol. The net charge is -1.

CARTESIAN COORDINATES (ANGSTROEM)
C 3.90 0.11 -1.37
H 5.70 0.89 -0.47
S -1.12 0.54 -1.89
H -3.84 -0.18 -1.30
C 2.07 1.46 4.67
C -3.30 -3.34 -0.03
C -3.19 3.14 -4.06
C -3.23 -1.88 -0.17
C 2.63 -0.46 -1.13
H 0.27 0.35 5.06
H 1.69 -0.97 -4.36
S -2.94 1.93 0.28
H -3.26 3.44 -5.10
H 4.98 0.43 1.85
C 2.21 -0.66 0.22
C 3.56 -0.06 -3.75
C 4.34 0.19 1.01
H -2.88 -5.06 1.11
C 1.85 -0.85 -2.25
C -1.49 -1.10 3.10
H 2.75 -0.59 2.26
H -3.75 -3.88 -0.86
H -2.16 -1.15 3.96
S 0.61 -1.27 0.68
C 0.31 1.14 3.07
S 0.69 -3.40 -0.22
H -4.32 -1.85 -1.97
H 3.91 0.09 -4.77
O 2.08 -3.44 -0.58
C 2.30 -0.65 -3.52
C -3.83 -1.26 -1.21
C 0.84 0.93 4.33
N -2.53 -1.18 0.84
C -2.31 2.17 -3.68
C 4.34 0.32 -2.70
C -2.21 1.78 -2.33
C -2.23 -3.22 2.11
O -0.26 -3.33 -1.30
C -3.93 3.41 -1.77
C 2.22 2.46 2.48
S -1.35 0.64 2.65
H 3.71 2.67 3.99
C 3.07 -0.38 1.25
H 2.49 1.28 5.65
C -2.10 -1.89 1.95
C 0.99 1.89 2.10
H -1.68 1.68 -4.41
H -0.51 -1.48 3.38
H -4.56 3.89 -1.03
H 2.76 3.04 1.74
Ir -1.23 0.45 0.35
C 4.74 0.45 -0.27
C -4.01 3.77 -3.09
H -1.85 -3.71 3.00
C -2.83 -3.98 1.04
H 0.90 -1.34 -2.08
S 0.38 2.16 0.48
C -3.03 2.41 -1.36
H -4.71 4.54 -3.40
O 0.30 -4.15 0.94
H 5.31 0.76 -2.86
C 2.74 2.24 3.74

These are the Löwdin partial charges, in e, on atoms 1 to 2: -0.160, 0.105

=====

# 6
# C29H22N7O2RbS

A molecular structure, C29H22N7O2RbS (ωB97M-V/def2-TZVPD, OMol25).

The HOMO-LUMO gap comes out at 5.9 eV. As for the total energy: -2074.37456 a.u. Its spin multiplicity is 1. Its relative energy (zero: lowest compared OMol25 entry of this formula, charge and spin) is 9.55 kcal/mol.

CARTESIAN COORDINATES (ANGSTROEM)
C -2.00 3.15 4.37
H -4.20 -2.92 -2.73
H 0.42 3.16 -0.22
C -1.90 5.55 4.40
C 3.67 -0.50 0.22
C -1.13 -5.16 2.57
H -2.12 6.49 4.89
H 3.27 -0.51 1.23
H -0.27 -6.21 0.89
H 4.42 -0.36 -5.72
C 5.05 -0.42 -3.69
N -0.39 -2.87 1.18
C 4.11 -0.39 -4.69
C 4.60 -0.45 -2.35
C 5.51 -0.47 -1.27
H -1.73 1.30 -2.12
C -1.72 -0.65 -3.01
H -2.29 2.21 4.82
C -0.98 4.33 2.56
N -0.33 4.28 1.33
N -1.34 0.76 3.03
H -1.79 -1.40 3.90
C 2.74 -0.41 -4.41
C -0.08 3.10 0.74
C -1.02 1.87 2.44
Rb -0.08 -0.50 -0.40
C -3.66 -2.00 -2.59
C 5.06 -0.50 0.02
N -0.38 1.94 1.21
H -1.97 -2.61 -3.79
C -2.28 4.35 4.99
H 0.36 -4.11 -0.27
H -1.41 -6.05 3.11
N 0.91 -0.47 -2.77
C -4.23 -0.97 -1.85
H -1.88 -3.79 4.05
H 6.11 -0.41 -3.90
C -1.39 -3.90 3.09
C -1.35 3.12 3.14
C -0.49 -5.25 1.34
O -0.29 0.88 -4.54
H -0.04 5.13 0.87
C -2.41 -1.83 -3.18
C 2.24 -0.45 -3.12
C -1.01 -2.78 2.36
N -0.98 -0.37 2.31
N 2.79 -0.48 -0.75
S -0.17 -0.43 -3.91
H -0.95 6.48 2.71
H -2.79 4.36 5.95
C -2.28 0.38 -2.27
H -5.20 -1.10 -1.41
H 2.05 -0.40 -5.25
H 5.74 -0.52 0.86
H -3.97 1.03 -1.11
C 3.22 -0.46 -2.04
O -0.11 -1.55 -4.83
C -0.14 -4.07 0.69
H 6.58 -0.47 -1.49
C -1.25 5.55 3.18
C -1.30 -1.45 2.92
C -3.53 0.22 -1.69

These are the Löwdin partial charges, in e, on atoms 1 to 2: -0.012, 0.106